Here is a structure of composition C17H32BF9GaN2O7 from OMol25. Energies are from wB97M-V/def2-TZVPD.

M (g mol⁻¹): 628.0
LUMO level (eV): 2.3
HOMO-LUMO gap (eV): 5.711
E_tot (Eh): -4151.69991
Charge: -1

Atoms and positions in Å:
C: -1.08 1.03 1.46
C: -1.79 0.96 0.11
C: -1.39 -0.24 -0.77
Ga: -1.21 -2.08 0.13
N: -0.13 -3.33 -0.93
B: -3.07 -3.10 0.44
O: -3.07 -4.48 0.34
N: -4.41 -2.53 0.77
C: -4.43 -1.89 2.07
C: -4.94 -1.64 -0.24
H: -0.02 0.79 1.33
H: -1.48 0.30 2.17
H: -1.15 2.03 1.91
H: -2.88 0.98 0.26
H: -1.55 1.89 -0.42
H: -2.15 -0.32 -1.56
H: -0.45 0.01 -1.28
H: -0.43 -1.95 1.55
H: -0.46 -3.44 -1.88
H: 0.85 -3.09 -0.96
H: -2.15 -4.77 0.38
H: -3.87 -0.95 2.10
H: -3.99 -2.56 2.82
H: -5.47 -1.70 2.38
H: -4.36 -0.70 -0.35
H: -5.97 -1.36 0.01
H: -4.98 -2.14 -1.21
C: 4.05 3.03 1.12
C: 4.32 2.36 -0.21
O: 4.53 0.94 -0.04
C: 3.42 0.22 0.07
O: 2.30 0.62 0.06
C: 3.78 -1.28 0.20
F: 4.80 -1.46 1.06
F: 4.17 -1.74 -1.00
F: 2.75 -1.98 0.61
H: 4.86 2.83 1.82
H: 3.97 4.11 0.98
H: 3.12 2.67 1.56
H: 5.24 2.73 -0.66
H: 3.50 2.52 -0.91
C: 5.36 -3.01 -3.49
C: 5.84 -3.26 -4.90
O: 4.80 -3.85 -5.72
C: 3.92 -3.00 -6.24
O: 3.90 -1.82 -6.12
C: 2.91 -3.78 -7.11
F: 2.46 -4.88 -6.49
F: 3.50 -4.15 -8.26
F: 1.87 -3.01 -7.41
H: 4.98 -3.93 -3.05
H: 6.19 -2.64 -2.88
H: 4.56 -2.27 -3.47
H: 6.64 -4.00 -4.92
H: 6.19 -2.35 -5.38
C: -5.79 4.81 4.15
C: -4.79 3.70 4.36
O: -3.47 4.09 3.90
C: -2.75 4.84 4.72
O: -3.06 5.24 5.80
C: -1.36 5.08 4.08
F: -1.47 5.43 2.80
F: -0.65 3.95 4.16
F: -0.71 6.05 4.72
H: -5.81 5.11 3.10
H: -6.79 4.46 4.43
H: -5.55 5.68 4.75
H: -5.03 2.82 3.77
H: -4.72 3.41 5.41